C5H9NO | wB97M-V/def2-TZVPD

The geometry in XYZ format:
```
16
Properties=species:S:1:pos:R:3:mulliken_charge:R:1
C -1.31418 -0.12010 1.25087 -1.282
C -1.27354 0.01869 -0.24972 0.107
N -1.00037 1.34354 -0.80479 -0.641
C -0.04739 0.26469 -1.05013 -0.007
C 1.31336 0.46501 -0.44271 -0.625
C 2.12937 -1.23212 0.92888 -0.338
O 1.96491 -0.81720 -0.29447 -0.214
H -0.53582 0.47270 1.73545 0.291
H -2.28339 0.21763 1.63319 0.359
H -1.17418 -1.16476 1.54480 0.297
H -2.02862 -0.57255 -0.77024 0.424
H -1.56517 1.53136 -1.62805 0.243
H -0.02766 -0.17871 -2.04547 0.437
H 1.26234 0.94512 0.53602 0.443
H 1.95387 1.05007 -1.10832 0.329
H 2.62646 -2.22336 0.76468 0.176
```

Values from the calculation:
HOMO = -8.64 eV
Total energy = -325.7630 Ha
Orbital gap = 9.49 eV
ΔE to the lowest compared entry with this formula, charge and spin = 109.5 kcal per mole
F_max = 0.0104 hartree/bohr


C5H9NO | wB97M-V/def2-TZVPD

The geometry in XYZ format:
```
16
Properties=species:S:1:pos:R:3:mulliken_charge:R:1
C 0.59959 0.66203 1.86727 -1.463
C -0.37242 0.03787 0.85147 0.530
C -0.98693 -1.17236 1.45077 0.136
N -1.46231 -2.10977 1.93855 -0.466
C 0.34656 -0.22329 -0.49099 -0.497
C -0.46717 -0.30468 -1.76921 -0.535
O -0.03195 0.94687 -2.47115 -0.578
H 0.99919 1.59084 1.44943 0.376
H 1.43892 -0.01304 2.06825 0.337
H 0.10541 0.88100 2.81934 0.392
H -1.19596 0.74440 0.67472 0.233
H 0.75638 0.73022 -0.98092 0.308
H 1.10114 -1.01459 -0.37185 0.363
H -1.54531 -0.18632 -1.61861 0.293
H -0.25378 -1.17006 -2.40020 0.261
H 0.70328 0.78317 -3.08478 0.311
```

Values from the calculation:
HOMO = -10.77 eV
SMILES = C[C@H](C#N)CCO
Total energy = -325.8587 Ha
Orbital gap = 11.52 eV
ΔE to the lowest compared entry with this formula, charge and spin = 49.5 kcal per mole
F_max = 0.0585 hartree/bohr


C5H9NO | wB97M-V/def2-TZVPD

The geometry in XYZ format:
```
16
Properties=species:S:1:pos:R:3:mulliken_charge:R:1
H 2.34307 0.77865 -1.13590 0.249
N 2.07263 0.54600 -0.17924 -0.690
C 0.95743 1.08527 0.11008 0.131
C 0.38848 0.97736 1.49369 -1.003
H 0.39564 1.72878 -0.58408 0.456
H 0.76286 0.08242 1.99632 0.324
H 0.74576 1.85811 2.03364 0.340
H -0.70752 0.99467 1.53076 0.226
C -0.33933 -1.80190 -0.02771 -0.738
C -0.24123 -0.80646 -0.90259 -0.029
C -1.57916 -0.20440 -0.96995 0.112
O -2.19601 -0.29908 -2.00149 -0.478
H -0.95866 -1.67289 0.86114 0.237
H 0.06674 -2.77000 -0.25145 0.279
H 0.38160 -0.79274 -1.79349 0.375
H -2.03108 0.14933 -0.01819 0.211
```

Values from the calculation:
HOMO = -9.67 eV
SMILES = [H]/N=C/C.C=CC=O
Total energy = -325.8076 Ha
Orbital gap = 10.21 eV
ΔE to the lowest compared entry with this formula, charge and spin = 81.6 kcal per mole
F_max = 0.0252 hartree/bohr


C5H9NO | wB97M-V/def2-TZVPD

The geometry in XYZ format:
```
16
Properties=species:S:1:pos:R:3:mulliken_charge:R:1
C 0.50517 0.32655 -0.15834 -0.177
C -1.62757 -0.70523 -0.47303 -0.866
C 0.24287 -0.99720 0.18992 -0.387
N -2.42732 0.17761 0.24891 -0.344
O 0.11219 1.30576 0.69502 -0.445
C 2.55029 -0.25323 0.45179 -0.722
C 3.44131 0.51005 0.09636 -0.228
H 0.11524 2.14801 0.21581 0.373
H 0.69672 0.60197 -1.18971 0.467
H -2.36603 1.15061 -0.02606 0.197
H -2.73762 -0.15180 1.15377 0.219
H -1.59324 -0.48937 -1.53719 0.420
H -1.89094 -1.74702 -0.31481 0.391
H 0.08599 -1.23299 1.23424 0.328
H 0.61219 -1.77510 -0.46285 0.392
H 4.28077 1.13138 -0.12383 0.384
```

Values from the calculation:
HOMO = -7.26 eV
Total energy = -325.6546 Ha
Orbital gap = 7.48 eV
ΔE to the lowest compared entry with this formula, charge and spin = 177.6 kcal per mole
F_max = 0.0847 hartree/bohr


C5H9NO | wB97M-V/def2-TZVPD

The geometry in XYZ format:
```
16
Properties=species:S:1:pos:R:3:mulliken_charge:R:1
C -0.08004 -0.70573 1.23353 -1.171
C 1.09681 0.02673 0.61319 0.046
N 1.49704 -0.43037 -0.72388 -0.575
C 0.79697 0.84498 -0.58279 0.000
C -0.66229 0.79890 -0.95333 -0.834
C -1.36623 -0.43873 -0.39555 0.140
O -2.52703 -0.37443 0.10603 -0.709
H 0.08299 -1.78397 1.28074 0.297
H -0.30529 -0.29353 2.21271 0.410
H -1.28440 -0.52394 0.98583 0.213
H 1.88962 0.34886 1.29146 0.419
H 2.49240 -0.27494 -0.87070 0.259
H 1.34864 1.76717 -0.76665 0.434
H -0.81196 0.74973 -2.03881 0.340
H -1.19339 1.67050 -0.56124 0.293
H -0.97385 -1.38123 -0.83053 0.437
```

Values from the calculation:
HOMO = -9.20 eV
Total energy = -325.7619 Ha
Orbital gap = 10.05 eV
ΔE to the lowest compared entry with this formula, charge and spin = 110.2 kcal per mole
F_max = 0.0663 hartree/bohr


C5H9NO | wB97M-V/def2-TZVPD

The geometry in XYZ format:
```
16
Properties=species:S:1:pos:R:3:mulliken_charge:R:1
C 2.10282 0.15631 -0.24821 -1.344
C 0.66885 -0.31305 -0.27188 1.558
C 0.25302 -1.23576 0.84941 -1.466
C -2.17833 1.17466 0.33885 -0.529
N -1.62290 0.63258 -0.72674 0.013
C -0.29363 0.48057 -1.01809 -0.598
O 0.17546 -0.72166 -1.57723 -0.516
H 2.79770 -0.68500 -0.34443 0.313
H 2.31020 0.66615 0.70010 0.312
H 2.27577 0.86130 -1.06469 0.384
H 0.36107 -0.74003 1.82218 0.332
H 0.88875 -2.12911 0.85821 0.378
H -0.78742 -1.55154 0.73579 0.361
H -1.54959 1.34720 1.20256 0.249
H -3.17078 1.59594 0.26791 0.279
H -2.23096 0.46142 -1.52374 0.272
```

Values from the calculation:
HOMO (spin up / spin down) = -7.00 / -7.33 eV
Total energy = -325.7738 Ha
Orbital gap (spin up / spin down) = 7.55 / 8.13 eV
ΔE to the lowest compared entry with this formula, charge and spin = 102.7 kcal per mole
F_max = 0.0131 hartree/bohr


C5H9NO | wB97M-V/def2-TZVPD

The geometry in XYZ format:
```
16
Properties=species:S:1:pos:R:3:mulliken_charge:R:1
C 1.56904 0.74084 0.01379 -1.377
C 0.38728 -0.04298 -0.51671 0.927
N 0.72606 -0.91047 -1.56784 -0.709
C -0.47437 -0.82031 0.89701 -1.002
C -1.46868 0.33631 0.75717 -0.393
C -0.91829 0.76479 -0.58948 -0.012
O -1.38489 1.38047 -1.50431 -0.558
H 2.37188 0.05842 0.28843 0.320
H 1.92568 1.38510 -0.79032 0.354
H 1.29545 1.34546 0.87624 0.360
H -0.11166 -1.26424 -2.02534 0.335
H 0.75322 -1.53016 -0.55149 0.457
H 0.10532 -0.85044 1.81497 0.363
H -0.91645 -1.79187 0.67624 0.388
H -2.52611 0.07768 0.71930 0.313
H -1.33348 1.12139 1.50233 0.233
```

Values from the calculation:
HOMO = -9.25 eV
SMILES = C[C@@]1(N)CCC1=O
Total energy = -325.8051 Ha
Orbital gap = 10.13 eV
ΔE to the lowest compared entry with this formula, charge and spin = 83.1 kcal per mole
F_max = 0.0903 hartree/bohr


C5H9NO | wB97M-V/def2-TZVPD

The geometry in XYZ format:
```
16
Properties=species:S:1:pos:R:3:mulliken_charge:R:1
C -1.48049 -0.25133 1.06568 -0.838
C -1.54566 0.20174 -0.18109 -0.082
N -0.85898 1.40110 -0.56925 -0.455
C 0.33085 0.83950 -1.14121 0.028
C 1.44726 0.69622 -0.43866 -1.036
H -1.08304 0.37751 1.85896 0.376
H -1.80430 -1.25644 1.31532 0.334
H -1.95371 -0.41045 -0.98801 0.342
H -1.38409 1.89279 -1.28954 0.285
H 0.23006 0.37836 -2.12602 0.326
H 1.53369 1.11036 0.56194 0.393
H 2.30231 0.18578 -0.86354 0.372
C 1.18107 -1.53984 0.67683 0.178
O 1.04276 -2.33889 -0.21651 -0.432
H 0.35034 -0.89227 1.00308 -0.103
H 2.12156 -1.43269 1.25415 0.312
```

Values from the calculation:
HOMO = -9.27 eV
SMILES = C=CNC=C.C=O
Total energy = -325.7910 Ha
Orbital gap = 10.04 eV
ΔE to the lowest compared entry with this formula, charge and spin = 92.0 kcal per mole
F_max = 0.0145 hartree/bohr


C5H9NO | wB97M-V/def2-TZVPD

The geometry in XYZ format:
```
16
Properties=species:S:1:pos:R:3:mulliken_charge:R:1
C -1.89404 -0.52481 0.02064 -1.168
C -1.30127 0.65307 0.76523 0.046
N -0.24134 0.51152 1.74326 -0.654
C 0.08760 1.18176 0.48329 -0.121
C 0.68803 0.45556 -0.65619 -0.215
C 2.29673 -0.70064 -0.79607 -0.679
O 0.96108 -0.86613 -0.36153 -0.308
H -2.41944 -0.18172 -0.87700 0.309
H -2.61214 -1.04377 0.66198 0.354
H -1.13614 -1.24552 -0.29040 0.305
H -2.03446 1.41394 1.03253 0.387
H 0.13690 -0.43468 1.69139 0.360
H 0.23197 2.25890 0.54357 0.410
H 1.78280 0.50887 -1.35021 0.489
H 2.56829 -1.48515 -1.50601 0.239
H 3.00265 -0.52970 0.01408 0.244
```

Values from the calculation:
HOMO (spin up / spin down) = -7.91 / -7.91 eV
Total energy = -325.6890 Ha
Orbital gap (spin up / spin down) = 8.23 / 8.23 eV
ΔE to the lowest compared entry with this formula, charge and spin = 156.0 kcal per mole
F_max = 0.0064 hartree/bohr


C5H9NO | wB97M-V/def2-TZVPD

The geometry in XYZ format:
```
16
Properties=species:S:1:pos:R:3:mulliken_charge:R:1
C -0.67538 -0.36148 -2.31563 -1.179
C 0.17272 -0.12251 -1.11329 0.473
C 1.54371 0.11573 -1.02667 -0.340
C 1.74731 0.70694 0.25033 -0.632
C 0.53368 0.84328 0.89307 -0.463
N -0.37112 0.10849 0.10372 -0.071
H -1.36936 -1.21678 -2.12041 0.295
H -0.04322 -0.46284 -3.20599 0.312
H -1.37721 0.47650 -2.53871 0.283
H 2.14372 -0.09551 -1.89977 0.385
H 2.72490 0.63754 0.69560 0.325
H -0.03037 1.53993 1.49888 0.367
H -1.37943 0.10947 0.13062 0.256
O -1.18164 -0.37740 3.44479 -0.632
H -1.76974 -0.78755 4.08891 0.304
H -0.66856 -1.11378 3.11454 0.318
```

Values from the calculation:
HOMO = -7.63 eV
SMILES = Cc1ccc[nH]1.O
Total energy = -325.8643 Ha
Orbital gap = 8.46 eV
ΔE to the lowest compared entry with this formula, charge and spin = 46.0 kcal per mole
F_max = 0.0466 hartree/bohr


Please write out number 10 again, unchanged.
C5H9NO | wB97M-V/def2-TZVPD

The geometry in XYZ format:
```
16
Properties=species:S:1:pos:R:3:mulliken_charge:R:1
C -0.67538 -0.36148 -2.31563 -1.179
C 0.17272 -0.12251 -1.11329 0.473
C 1.54371 0.11573 -1.02667 -0.340
C 1.74731 0.70694 0.25033 -0.632
C 0.53368 0.84328 0.89307 -0.463
N -0.37112 0.10849 0.10372 -0.071
H -1.36936 -1.21678 -2.12041 0.295
H -0.04322 -0.46284 -3.20599 0.312
H -1.37721 0.47650 -2.53871 0.283
H 2.14372 -0.09551 -1.89977 0.385
H 2.72490 0.63754 0.69560 0.325
H -0.03037 1.53993 1.49888 0.367
H -1.37943 0.10947 0.13062 0.256
O -1.18164 -0.37740 3.44479 -0.632
H -1.76974 -0.78755 4.08891 0.304
H -0.66856 -1.11378 3.11454 0.318
```

Values from the calculation:
HOMO = -7.63 eV
SMILES = Cc1ccc[nH]1.O
Total energy = -325.8643 Ha
Orbital gap = 8.46 eV
ΔE to the lowest compared entry with this formula, charge and spin = 46.0 kcal per mole
F_max = 0.0466 hartree/bohr


> The highest F_max belongs to which entry?

number 7